No. 1
ORCA calculation (ωB97M-V/def2-TZVPD) on a cluster of 8 separate species, C16H32Br16 in total in a non-equilibrium geometry.

```
64
Properties=species:S:1:pos:R:3:mulliken_charge:R:1
Br -6.435 7.024 -1.404 -0.151
C -5.262 5.430 -1.462 -0.515
C -6.092 4.262 -2.095 -0.654
Br -5.108 2.495 -2.091 -0.169
H -4.994 5.221 -0.426 0.322
H -4.305 5.662 -1.928 0.386
H -6.435 4.451 -3.112 0.397
H -7.017 4.125 -1.536 0.384
Br 1.875 -2.115 -5.960 -0.138
C 2.030 -0.171 -5.650 -0.558
C 0.701 0.560 -5.118 -0.544
Br 0.939 2.522 -4.730 -0.159
H 2.237 0.162 -6.667 0.335
H 2.844 -0.105 -4.928 0.361
H 0.428 0.189 -4.130 0.329
H -0.113 0.388 -5.822 0.376
Br 0.233 8.695 -1.347 -0.131
C 0.902 7.034 -0.613 -0.532
C 2.398 6.828 -0.855 -0.568
Br 3.609 8.166 -0.074 -0.120
H 0.307 6.175 -0.924 0.381
H 0.740 7.101 0.463 0.335
H 2.682 6.859 -1.907 0.359
H 2.697 5.889 -0.390 0.275
Br 1.029 -5.981 4.955 -0.194
C 0.905 -3.988 5.418 -0.671
C 2.187 -3.679 6.083 -0.545
Br 1.923 -1.800 6.714 -0.178
H 0.046 -3.854 6.075 0.408
H 0.707 -3.343 4.562 0.421
H 3.065 -3.611 5.441 0.368
H 2.327 -4.278 6.982 0.390
Br 3.208 0.063 1.701 -0.161
C 1.750 1.332 1.097 -0.593
C 0.482 1.122 1.936 -0.530
Br -0.938 2.451 1.447 -0.164
H 1.542 1.269 0.029 0.389
H 2.267 2.285 1.215 0.326
H 0.643 1.139 3.014 0.408
H 0.057 0.149 1.688 0.327
Br -0.662 -4.281 -0.554 -0.100
C -1.998 -5.467 -1.459 -0.686
C -1.819 -5.381 -2.974 -0.549
Br -2.458 -3.578 -3.379 -0.124
H -2.955 -5.090 -1.099 0.406
H -1.870 -6.513 -1.180 0.344
H -2.556 -5.956 -3.535 0.344
H -0.788 -5.581 -3.267 0.365
Br -4.925 -2.058 4.357 -0.167
C -4.930 -0.232 3.548 -0.564
C -5.858 0.705 4.353 -0.599
Br -6.232 2.360 3.265 -0.162
H -5.171 -0.210 2.485 0.416
H -3.948 0.231 3.645 0.327
H -5.496 0.918 5.359 0.389
H -6.863 0.305 4.490 0.360
Br 8.736 -4.020 0.560 -0.161
C 8.086 -4.599 -1.232 -0.528
C 6.541 -4.490 -1.224 -0.605
Br 5.779 -5.096 -2.973 -0.166
H 8.481 -5.610 -1.334 0.364
H 8.529 -3.892 -1.934 0.353
H 6.290 -3.444 -1.048 0.369
H 6.023 -5.143 -0.522 0.375
```

E_tot	-1137790.087	eV
ΔE to the lowest compared entry with this formula, charge and spin	2.692	eV
HOMO	-10.055	eV
Kohn-Sham gap	10.02	eV
SMILES string	BrCCBr.BrCCBr.BrCCBr.BrCCBr.BrCCBr.BrCCBr.BrCCBr.BrCCBr

***

No. 2
ORCA calculation (ωB97M-V/def2-TZVPD) on a cluster of 8 separate species, C16H32Cl16 in total in a non-equilibrium geometry.

```
64
Properties=species:S:1:pos:R:3:mulliken_charge:R:1
Cl -2.631 -18.477 6.811 -0.209
C -3.643 -17.092 7.409 -0.373
C -3.666 -16.994 8.970 -0.359
Cl -4.599 -18.333 9.735 -0.168
H -4.615 -17.320 7.114 0.170
H -3.183 -16.186 6.989 0.375
H -4.146 -16.053 9.145 0.168
H -2.669 -16.983 9.449 0.399
Cl -6.850 -11.107 12.285 -0.182
C -8.176 -11.293 11.212 -0.162
C -8.602 -12.701 11.465 -0.588
Cl -9.914 -13.255 10.394 -0.190
H -7.922 -11.220 10.140 0.138
H -9.012 -10.650 11.463 0.321
H -8.988 -12.869 12.449 0.440
H -7.789 -13.414 11.310 0.221
Cl -8.378 -15.916 12.671 -0.171
C -7.052 -17.127 12.659 -0.132
C -7.197 -17.989 13.836 -0.372
Cl -5.734 -19.011 14.053 -0.208
H -6.106 -16.570 12.702 0.296
H -7.123 -17.595 11.659 0.013
H -8.008 -18.681 13.658 0.229
H -7.340 -17.396 14.724 0.343
Cl -8.550 -22.269 15.312 -0.193
C -9.193 -22.059 13.665 -0.420
C -9.543 -23.470 13.093 -0.439
Cl -10.333 -23.321 11.469 -0.202
H -8.385 -21.545 13.180 0.236
H -9.974 -21.352 13.636 0.384
H -10.271 -24.036 13.692 0.319
H -8.551 -23.914 12.995 0.315
Cl -7.340 -15.745 9.038 -0.159
C -8.832 -16.804 9.204 -0.126
C -8.699 -18.178 8.524 -0.229
Cl -10.432 -18.791 8.366 -0.208
H -9.479 -16.129 8.624 0.409
H -8.925 -16.906 10.267 -0.206
H -8.136 -18.908 9.124 0.253
H -8.210 -18.153 7.520 0.253
Cl -12.919 -16.747 13.071 -0.202
C -12.480 -16.932 11.364 -0.011
C -13.669 -17.567 10.542 -0.489
Cl -13.740 -17.026 8.821 -0.206
H -11.617 -17.619 11.286 0.077
H -12.127 -16.016 10.902 0.166
H -14.563 -17.152 10.950 0.363
H -13.680 -18.658 10.441 0.305
Cl -6.418 -11.870 7.621 -0.182
C -7.043 -12.536 6.083 -0.416
C -8.575 -12.846 6.347 -0.150
Cl -9.234 -13.958 5.139 -0.204
H -6.545 -13.495 5.934 0.246
H -6.778 -11.835 5.269 0.342
H -9.147 -11.949 6.463 0.371
H -8.516 -13.338 7.278 0.015
Cl -6.213 -19.717 5.059 -0.196
C -4.927 -20.921 5.221 -0.398
C -4.062 -21.090 3.969 -0.385
Cl -2.710 -22.112 4.415 -0.179
H -5.382 -21.836 5.503 0.385
H -4.229 -20.599 6.044 0.157
H -3.805 -20.023 3.693 0.260
H -4.593 -21.506 3.105 0.346
```

E_tot	-217470.634	eV
ΔE to the lowest compared entry with this formula, charge and spin	1.649	eV
HOMO	-10.683	eV
Kohn-Sham gap	10.92	eV
SMILES string	ClCCCl.ClCCCl.ClCCCl.ClCCCl.ClCCCl.ClCCCl.ClCCCl.ClCCCl

***

No. 3
ORCA calculation (ωB97M-V/def2-TZVPD) on a structure of composition C16H32Cl16 in a non-equilibrium geometry.

```
64
Properties=species:S:1:pos:R:3:mulliken_charge:R:1
Cl -1.106 0.459 4.514 -0.222
C -0.548 -1.181 4.897 -0.259
C -1.675 -2.171 4.640 -0.588
Cl -2.105 -2.371 2.957 -0.080
H -0.304 -1.205 5.957 0.390
H 0.328 -1.482 4.328 0.145
H -2.554 -2.094 5.276 0.399
H -1.306 -3.172 4.890 0.289
Cl 2.465 -1.913 -1.205 -0.194
C 0.934 -1.563 -2.081 -0.465
C 0.778 -2.360 -3.366 -0.213
Cl 2.206 -2.282 -4.415 -0.211
H 1.076 -0.522 -2.380 0.494
H 0.062 -1.548 -1.431 -0.015
H -0.114 -2.000 -3.878 -0.004
H 0.640 -3.427 -3.194 0.440
Cl 5.054 3.484 1.865 -0.211
C 4.475 3.061 0.246 -0.017
C 5.554 3.454 -0.778 -0.508
Cl 4.925 3.157 -2.450 -0.203
H 3.542 3.561 0.006 0.155
H 4.363 1.981 0.218 0.122
H 6.477 2.896 -0.679 0.352
H 5.724 4.525 -0.726 0.321
Cl 0.230 -5.594 0.933 -0.186
C 1.886 -5.038 0.485 -0.287
C 2.401 -4.183 1.636 -0.642
Cl 1.429 -2.698 1.908 0.143
H 1.939 -4.573 -0.493 0.159
H 2.393 -6.001 0.437 0.354
H 3.378 -3.796 1.349 0.269
H 2.479 -4.741 2.561 0.405
Cl -0.900 -1.282 -4.560 -0.249
C -1.900 -0.114 -3.628 -0.264
C -2.802 -0.812 -2.601 0.144
Cl -3.950 -1.951 -3.272 -0.179
H -2.571 0.301 -4.380 0.479
H -1.281 0.691 -3.245 0.141
H -3.423 0.000 -2.227 0.127
H -2.219 -1.382 -1.887 -0.125
Cl -1.288 3.916 -3.835 -0.208
C -0.064 4.420 -2.643 -0.438
C -0.675 4.326 -1.258 -0.187
Cl 0.415 5.150 -0.092 -0.212
H 0.164 5.476 -2.783 0.410
H 0.834 3.818 -2.746 0.241
H -0.759 3.298 -0.913 -0.002
H -1.636 4.828 -1.208 0.389
Cl 1.693 0.681 -0.669 -0.237
C 1.115 0.850 1.014 -0.558
C 0.218 -0.277 1.464 1.420
Cl -1.169 -0.388 0.312 -0.077
H 0.647 1.823 1.130 0.449
H 2.034 0.816 1.600 0.368
H -0.228 -0.101 2.439 -0.667
H 0.768 -1.217 1.506 -0.901
Cl -5.457 -0.627 2.844 -0.209
C -4.636 0.078 1.398 0.220
C -4.889 1.543 1.242 -0.494
Cl -4.016 2.170 -0.172 -0.143
H -4.910 -0.450 0.484 0.278
H -3.579 -0.149 1.527 -0.306
H -4.626 2.154 2.102 0.321
H -5.938 1.749 1.031 0.338
```

E_tot	-217465.425	eV
ΔE to the lowest compared entry with this formula, charge and spin	6.858	eV
HOMO	-8.099	eV
Kohn-Sham gap	8.38	eV

***

No. 4
ORCA calculation (ωB97M-V/def2-TZVPD) on a structure of composition C16H32Cl2FHfO15 in a non-equilibrium geometry.

```
67
Properties=species:S:1:pos:R:3:mulliken_charge:R:1
Hf -1.821 1.541 -1.658 1.831
F -0.144 -0.973 -0.332 -0.597
C -2.408 4.290 5.648 -0.584
O -2.370 3.860 4.305 -0.240
C -1.985 2.580 3.991 0.805
O -1.963 2.201 2.764 -0.522
O -1.605 1.832 5.080 -0.292
C -1.559 0.367 4.888 -0.671
H -3.006 3.612 6.258 0.319
H -2.741 5.325 5.723 0.271
H -1.462 4.387 6.181 0.301
H -2.530 -0.112 5.020 0.310
H -0.944 -0.075 5.671 0.287
H -1.294 0.030 3.886 0.315
C -0.871 -3.893 -3.712 -0.586
O -0.757 -3.313 -5.038 -0.253
C -1.109 -2.082 -5.246 0.787
O -1.442 -1.256 -4.401 -0.560
O -0.839 -1.857 -6.565 -0.254
C -0.989 -0.615 -7.240 -0.543
H -0.717 -4.966 -3.822 0.244
H -1.901 -3.796 -3.370 0.310
H -0.182 -3.322 -3.089 0.269
H -2.012 -0.359 -7.516 0.295
H -0.422 -0.653 -8.170 0.253
H -0.647 0.143 -6.536 0.226
C 2.514 3.674 -5.275 -0.610
O 3.294 2.575 -4.890 -0.273
C 2.851 1.742 -3.926 0.794
O 1.766 1.673 -3.402 -0.502
O 3.849 0.930 -3.613 -0.273
C 3.693 -0.296 -2.952 -0.492
H 1.530 3.318 -5.581 0.256
H 2.947 4.202 -6.124 0.262
H 2.463 4.495 -4.559 0.296
H 4.561 -0.915 -3.180 0.238
H 2.789 -0.705 -3.402 0.256
H 3.485 -0.100 -1.900 0.236
C 4.139 1.000 3.589 -0.538
O 3.113 1.286 2.678 -0.184
C 3.272 2.354 1.765 0.769
O 2.375 2.641 0.918 -0.491
O 4.491 2.848 1.854 -0.295
C 4.933 3.726 0.885 -0.603
H 4.555 1.906 4.032 0.330
H 4.890 0.488 2.986 0.313
H 3.707 0.317 4.319 0.234
H 4.826 3.436 -0.160 0.270
H 5.982 3.847 1.158 0.258
H 4.412 4.666 1.067 0.312
C -4.436 -4.489 1.814 -0.577
O -4.180 -3.337 1.010 -0.230
C -4.722 -2.092 1.235 0.749
O -4.377 -1.103 0.594 -0.517
O -5.576 -2.051 2.262 -0.304
C -6.387 -0.951 2.532 -0.613
H -5.455 -4.851 1.678 0.314
H -4.230 -4.265 2.860 0.298
H -3.764 -5.324 1.618 0.252
H -7.255 -1.061 3.182 0.304
H -6.819 -0.678 1.569 0.299
H -5.889 -0.019 2.801 0.247
C 2.828 -4.261 1.454 -0.020
Cl 4.457 -5.009 1.458 0.042
Cl 1.756 -4.813 2.791 0.033
H 2.973 -3.196 1.633 0.168
H 2.356 -4.503 0.502 0.275
```

E_tot	-76846.079	eV
ΔE to the lowest compared entry with this formula, charge and spin	15.488	eV
HOMO	-17.154	eV
Kohn-Sham gap	1.75	eV
net charge	+3